A molecular structure, C27H25AsN5S4TcTe, computed with ωB97M-V/def2-TZVPD.

Summary:
HOMO: -13.66 eV
Maximum force: 1.4 eV/Å

Geometry as ORCA input:
```
! wB97M-V def2-TZVPD RIJCOSX def2/J DEFGRID3
* xyz 2 1
Tc 0.04422 -0.32293 0.08928
N 8.72374 4.05236 3.70608
C 7.74073 3.61077 3.30759
C 6.50457 3.04739 2.81681
C 6.20041 3.10890 1.46086
C 5.02398 2.54833 0.99439
C 4.15356 1.90500 1.87139
C 4.46570 1.84530 3.22937
C 5.63048 2.42194 3.70352
C 2.90879 1.27270 1.36573
C 2.72556 -0.10824 1.59944
C 3.58409 -0.97967 2.25897
C 2.95721 -2.23534 2.34730
C 1.74701 -2.11454 1.72085
N 1.57939 -0.83023 1.22083
C 1.97460 2.07167 0.73555
C 2.04073 3.48323 0.56443
C 0.86700 3.87935 -0.02735
C 0.10065 2.71102 -0.19021
N 0.73297 1.63137 0.26149
H 6.89079 3.58599 0.77762
H 4.79237 2.58999 -0.06329
H 3.77872 1.37171 3.92078
H 5.87258 2.38177 4.75686
H 4.56049 -0.72281 2.64257
H 3.34274 -3.12576 2.81890
H 0.98047 -2.86601 1.61194
H 2.85568 4.11551 0.87939
H 0.56705 4.88225 -0.28792
H -0.89534 2.62761 -0.59530
S -0.10953 -5.41092 0.74476
As 0.09268 -6.33665 -1.02162
S -0.48223 -2.36532 -0.75708
S 1.29106 -3.17341 -1.25046
S 0.82425 -4.69309 -2.49681
N 2.39677 0.11008 -3.35183
C 1.22001 0.06830 -4.06389
C 0.23118 0.02970 -3.13925
N 0.80070 0.05628 -1.87569
C 2.11310 0.09763 -2.04561
H 3.32312 0.14093 -3.74856
H 1.18507 0.06937 -5.14019
H -0.82771 -0.04870 -3.30023
H 2.85128 0.11566 -1.25814
C -2.82210 1.76798 -2.31209
Te -2.63831 0.12550 -0.96744
C -3.86104 1.06523 0.49593
H -3.87952 1.82670 -2.55686
H -2.24817 1.58409 -3.21522
H -2.49607 2.68673 -1.83375
H -4.11012 2.05676 0.12413
H -3.33370 1.13056 1.44177
H -4.75919 0.46438 0.60009
C -2.21521 0.10456 4.28780
C -2.37463 -0.98618 3.44639
C -1.84266 -0.95654 2.16227
C -1.08789 0.15174 1.74821
C -0.96049 1.25979 2.58009
C -1.52118 1.22893 3.84729
H -2.65302 0.09092 5.27703
H -2.94303 -1.84904 3.76875
H -2.03132 -1.79674 1.50658
H -0.42403 2.14219 2.26014
H -1.41730 2.09021 4.49479
*
```

Charges in e, computed with Mulliken, in the same order as the atoms: -1.144 -0.433 -0.222 0.541 -0.936 -0.361 0.543 -0.281 -0.953 1.841 -0.763 -0.368 -1.605 -0.635 1.249 -0.839 -0.674 -1.462 -0.510 1.892 0.476 0.492 0.576 0.480 0.732 0.517 0.510 0.711 0.514 -0.120 -0.129 0.437 -0.011 0.138 -0.190 -0.008 -0.971 -0.588 1.035 -0.856 0.262 0.420 0.497 0.563 -1.201 0.664 -0.900 0.411 0.416 0.429 0.433 0.205 0.401 -0.583 -0.958 0.240 1.345 -0.457 -0.847 0.431 0.478 0.351 0.301 0.473